Run w
Molecular formula: C57H44MgN3O2S2
Method: DFT, ωB97M-V/def2-TZVPD

Properties
Multiplicity: 1
Total charge: +1
HOMO energy (eV): -8.719
Kohn-Sham gap (eV): 5.50

Element x y z (Å)
Mg -1.42997 0.25533 0.34516
C -1.06102 4.21139 2.28863
C -1.99966 4.88281 1.35079
C -2.45595 4.27452 0.25177
C -2.15820 2.87644 0.01341
N -1.65735 2.13308 0.94501
C -1.07576 2.67701 2.13691
C -2.44146 2.24533 -1.27243
C -2.82712 2.98505 -2.39194
C -3.00103 2.35575 -3.60706
C -2.83005 0.97921 -3.68072
C -2.45691 0.31767 -2.52722
N -2.23846 0.92538 -1.37090
H -1.32441 4.48502 3.31490
H -2.26012 5.90988 1.56482
H -3.12073 4.79290 -0.41945
H -1.57364 2.20042 2.98796
H -2.95401 4.04954 -2.31601
H -3.28246 2.92595 -4.47734
H -2.97517 0.44266 -4.60479
H -2.32721 -0.75550 -2.52142
C 1.94235 5.04630 4.13290
C 1.22449 4.16521 3.17161
C 0.41079 4.74221 2.04528
C 0.83033 4.11848 0.75185
C 0.85486 2.78834 0.76631
C 0.42335 2.19572 2.08107
C 1.19626 2.83632 3.18855
S 0.71081 1.79148 -0.72337
O 0.33861 2.72687 -1.78812
C 2.48405 1.44535 -1.02064
C 3.52179 2.26843 -0.56866
C 4.81664 1.93441 -0.85475
C 5.12720 0.75747 -1.56941
C 6.46152 0.36424 -1.80152
C 6.74100 -0.80271 -2.45615
C 5.69953 -1.64125 -2.88679
C 4.39523 -1.28874 -2.67992
C 4.07466 -0.07381 -2.03756
C 2.73759 0.32274 -1.77544
C 1.60578 -0.51809 -2.20365
C 1.24334 -0.70646 -3.56108
C 1.85371 0.01744 -4.60489
C 1.42443 -0.13492 -5.89354
C 0.39569 -1.04036 -6.20000
C -0.19923 -1.77497 -5.21131
C 0.19481 -1.61799 -3.86622
C -0.45093 -2.31789 -2.82182
C -0.14542 -2.05491 -1.51430
C 0.87246 -1.14026 -1.22348
S 1.21046 -0.70979 0.49003
O -0.12036 -0.91989 1.13210
C 2.25083 -2.14905 0.77867
C 3.60538 -1.85698 0.73092
C 4.52888 -2.88146 0.80183
C 4.10339 -4.19961 0.93395
C 5.08858 -5.32228 0.98383
C 2.73680 -4.46164 1.02638
C 1.80175 -3.44675 0.94381
H 1.30615 5.86621 4.46183
H 2.82117 5.47683 3.65056
H 2.27043 4.48345 5.00398
H 0.42447 5.82931 2.00992
H 0.98241 4.71076 -0.13278
H 0.45123 1.11021 2.13708
H 1.69296 2.23294 3.92723
H 3.28988 3.14994 0.00971
H 5.62534 2.56610 -0.52127
H 7.25499 1.00052 -1.43643
H 7.76443 -1.09701 -2.63360
H 5.93715 -2.57211 -3.38070
H 3.59806 -1.95156 -2.98237
H 2.65013 0.70504 -4.36634
H 1.86999 0.44748 -6.68542
H 0.06944 -1.14551 -7.22391
H -0.98881 -2.47688 -5.44210
H -1.20863 -3.04799 -3.07254
H -0.66070 -2.54271 -0.69900
H 3.92527 -0.82833 0.63496
H 5.58198 -2.64673 0.75313
H 6.09937 -4.96307 0.81196
H 4.85276 -6.06880 0.22747
H 5.05054 -5.81285 1.95534
H 2.39888 -5.47827 1.15786
H 0.74367 -3.64825 1.02356
N -3.01392 -0.38927 1.02925
C -3.80836 -1.09640 1.68484
C -5.20406 -0.66065 1.93590
C -5.48745 0.70309 1.96618
C -6.78191 1.14068 2.16404
C -7.81033 0.22443 2.31958
C -7.53776 -1.13268 2.28281
C -6.24046 -1.57671 2.09589
C -3.39489 -2.40991 2.25149
C -3.64285 -2.71427 3.58638
C -3.18831 -3.90693 4.12245
C -2.48690 -4.80132 3.33133
C -2.24561 -4.50768 1.99887
C -2.69926 -3.31795 1.46124
H -4.67134 1.40168 1.83484
H -6.99428 2.19859 2.19912
H -8.82227 0.57061 2.46425
H -8.34081 -1.84373 2.40456
H -6.03159 -2.63546 2.05461
H -4.17156 -2.00500 4.20700
H -3.38526 -4.14557 5.15791
H -2.12958 -5.72882 3.75168
H -1.71151 -5.21764 1.38308
H -2.54305 -3.07885 0.41799


Run x
Molecular formula: C57H44MgN3O2S2
Method: DFT, ωB97M-V/def2-TZVPD

Properties
Multiplicity: 1
Total charge: +1
HOMO energy (eV): -8.939
Kohn-Sham gap (eV): 6.58

Element x y z (Å)
Mg 0.89164 1.52031 -1.47592
C 4.93816 0.60122 -2.67381
C 5.55938 1.77020 -2.27785
C 4.78375 2.88485 -2.00099
C 3.40818 2.79077 -2.11927
N 2.80039 1.64008 -2.45199
C 3.55632 0.58019 -2.73302
C 2.50305 3.95358 -1.88573
C 2.95733 5.26240 -1.91029
C 2.04650 6.28771 -1.71632
C 0.71424 5.97677 -1.51161
C 0.34162 4.64369 -1.50972
N 1.21327 3.65447 -1.69085
H 5.50421 -0.29010 -2.90252
H 6.63540 1.81640 -2.17768
H 5.24426 3.80747 -1.67988
H 3.01941 -0.32274 -2.99061
H 3.99806 5.48126 -2.09814
H 2.37506 7.31822 -1.73637
H -0.02778 6.74767 -1.36188
H -0.68557 4.33921 -1.35844
C -7.83745 2.44986 -1.54136
C -6.38750 2.05481 -1.52881
C -5.96231 0.85981 -2.09516
C -4.62042 0.50008 -2.07702
C -3.70734 1.34140 -1.46317
C -4.10318 2.54714 -0.89592
C -5.43779 2.89578 -0.93982
S -2.03768 0.76628 -1.40072
O -1.11294 1.96835 -1.59177
C -1.94770 0.36148 0.34581
C -1.73129 1.38923 1.28710
C -1.68709 1.07088 2.60898
C -1.82459 -0.27349 3.03964
C -1.75588 -0.61445 4.41268
C -1.83224 -1.91606 4.81234
C -1.98086 -2.94690 3.85664
C -2.06205 -2.64992 2.52734
C -1.99330 -1.30231 2.08575
C -2.05776 -0.95744 0.70601
C -2.19290 -2.01197 -0.34086
C -3.45581 -2.62862 -0.58925
C -4.60551 -2.31732 0.18114
C -5.80422 -2.90643 -0.09651
C -5.91877 -3.83432 -1.15606
C -4.83097 -4.14496 -1.91881
C -3.57383 -3.54645 -1.65849
C -2.44070 -3.83189 -2.46518
C -1.23942 -3.24614 -2.21444
C -1.12320 -2.34126 -1.13509
S 0.42426 -1.50258 -0.80881
O 0.63348 -0.54709 -1.99267
C 1.53400 -2.85803 -1.08727
C 1.79545 -3.69499 -0.01466
C 2.68566 -4.74294 -0.18653
C 3.32576 -4.95089 -1.40626
C 4.29304 -6.08706 -1.59014
C 3.05366 -4.08005 -2.46065
C 2.16011 -3.03102 -2.31062
H -8.43626 1.74442 -2.11444
H -7.96886 3.44138 -1.97543
H -8.23407 2.48433 -0.52542
H -6.68293 0.20487 -2.56843
H -4.29063 -0.42481 -2.53504
H -3.37563 3.20303 -0.43619
H -5.75677 3.83697 -0.50835
H -1.56039 2.40185 0.95001
H -1.50653 1.84033 3.34933
H -1.63311 0.17990 5.13743
H -1.77809 -2.16500 5.86379
H -2.03338 -3.97662 4.18462
H -2.18589 -3.44186 1.79915
H -4.52425 -1.60195 0.98935
H -6.67550 -2.66174 0.49634
H -6.87446 -4.29845 -1.36011
H -4.91325 -4.85200 -2.73474
H -2.54754 -4.52599 -3.28958
H -0.37951 -3.46677 -2.83181
H 1.32337 -3.52258 0.94588
H 2.90042 -5.40093 0.64608
H 4.48217 -6.60287 -0.65066
H 5.24613 -5.72906 -1.98051
H 3.90207 -6.81558 -2.30205
H 3.54763 -4.22780 -3.41378
H 1.94498 -2.35454 -3.12750
N 1.43392 1.43443 0.37069
C 2.14875 1.32435 1.38758
C 1.72265 1.93359 2.70994
C 1.15242 3.20306 2.70835
C 0.70914 3.78552 3.88648
C 0.81729 3.09277 5.08728
C 1.37823 1.82262 5.09758
C 1.83723 1.25219 3.91685
C 3.51146 0.66029 1.39229
C 4.51335 1.01982 2.29297
C 5.76845 0.42931 2.23052
C 6.03748 -0.54853 1.28131
C 5.04652 -0.91661 0.38025
C 3.80560 -0.30259 0.43535
H 1.05555 3.72209 1.76127
H 0.28290 4.78101 3.87286
H 0.47622 3.54482 6.00967
H 1.46737 1.27779 6.02924
H 2.28739 0.26571 3.93368
H 4.31376 1.77322 3.04531
H 6.53744 0.72809 2.93131
H 7.01025 -1.02210 1.24870
H 5.23831 -1.68154 -0.36407
H 3.04109 -0.55197 -0.28786


Bottom line: run x, by a margin of 4.096 eV.